Molecular formula: C5H10
Method: DFT, ωB97M-V with the def2-TZVPD basis set

Output
**Energy above the lowest of the compared OMol25 structures with the same formula, charge and spin**: 171.0 kJ/mol
**Structure (SMILES)**: C=CC.C=C
**Highest occupied orbital energy**: -9.588 eV
**Total energy**: -5345.494 eV
**Largest force on an atom**: 0.175 eV/Å
**Gap between HOMO and LUMO**: 10.87 eV

Atoms and positions in Å:
C 1.78547 -0.07853 0.57289
C 0.77807 -0.43313 1.36528
C -0.42899 0.41331 1.64488
H 1.78648 0.88076 0.05763
H 2.64449 -0.72430 0.41067
H 0.81471 -1.40203 1.86531
H -0.43858 0.74344 2.69118
H -1.35497 -0.14945 1.47535
H -0.45078 1.29707 1.00000
C -0.38743 0.26130 -2.15861
C -1.32861 -0.44274 -1.54135
H -0.62157 1.14502 -2.74679
H 0.66047 -0.02031 -2.09167
H -1.07913 -1.32056 -0.94950
H -2.37962 -0.16986 -1.59526

Atom charges from the Mulliken analysis, given in e for atoms 1 to 5:
1 C -0.80
2 C 0.12
3 C -1.02
4 H 0.28
5 H 0.25